Entry 1:
DFT (ωB97M-V/def2-TZVPD) results for a molecular structure, C14H27CrI2IrO4PS2 in a non-equilibrium geometry.

Charge = +4
HOMO energy (alpha / beta) = -21.82 / -22.16 eV
<S²> = 15.79
Orbital gap (alpha / beta) = 6.93 / 4.78 eV
Energy above the lowest of the compared OMol25 structures with the same formula, charge and spin = 0.00 kcal/mol
Spin multiplicity = 8
DFT total energy = -3730.93276 Ha
Molecular weight = 852.495 Da

Atoms and positions in Å:
I1 0.6117 2.3986 -3.7620
I2 2.8924 1.3289 -3.9612
Ir1 2.3519 -0.1832 -1.0064
Cr1 -0.2265 -0.4742 0.2379
S1 0.1837 -0.6822 -2.0022
S2 0.7472 1.4596 -0.5279
C1 0.8425 -1.8118 1.0245
C2 -0.0820 -2.3482 -2.8399
C3 1.2736 2.7376 0.7218
C4 0.8932 -2.4218 -4.0021
C5 0.1290 -3.4756 -1.8404
C6 -1.5202 -2.2956 -3.3330
C7 2.3584 3.5678 0.0566
C8 1.7494 2.0490 1.9847
C9 0.0277 3.5731 0.9670
C10 3.3246 -1.7030 -1.5691
C11 3.9458 0.4586 -0.2309
O1 1.5009 -2.6217 1.5230
O2 3.9676 -2.6164 -1.8497
O3 4.9432 0.7562 0.2601
H1 1.9201 -2.4837 -3.6562
H2 0.7998 -1.5252 -4.6377
H3 0.6663 -3.3120 -4.5990
H4 1.1574 -3.5034 -1.4706
H5 -0.0602 -4.4258 -2.3781
H6 -0.5695 -3.4077 -1.0126
H7 -2.2212 -2.2646 -2.5031
H8 -1.7283 -3.1718 -3.9510
H9 -1.6733 -1.3869 -3.9449
H10 2.6074 4.4117 0.7153
H11 2.0038 3.9467 -0.9081
H12 3.2527 2.9751 -0.1269
H13 1.9897 2.8225 2.7196
H14 2.6423 1.4443 1.7964
H15 0.9486 1.4090 2.3829
H16 0.2778 4.3874 1.6549
H17 -0.7544 2.9609 1.4311
H18 -0.3466 3.9898 0.0276
C12 -2.2621 -1.0069 3.9809
P1 -2.4654 0.0405 2.5339
C13 -3.5824 -0.7777 1.3786
C14 -3.2174 1.5820 3.0595
O4 -1.1166 0.3616 1.8921
H19 -2.9281 -1.8731 3.9136
H20 -2.5187 -0.4464 4.8913
H21 -1.2198 -1.3506 4.0321
H22 -4.5439 -0.9696 1.8703
H23 -3.7147 -0.1404 0.4956
H24 -3.1308 -1.7277 1.0529
H25 -2.4940 2.1843 3.6194
H26 -3.5436 2.1611 2.1919
H27 -4.0890 1.4009 3.6980

Cartesian forces, eV/Å:
-0.70 0.59 -0.31
0.77 -0.27 -0.12
-2.05 0.86 -1.68
-4.01 1.67 1.51
0.28 -0.97 -0.78
1.16 1.75 1.19
3.73 -5.70 3.33
0.12 -0.74 -0.28
0.03 1.74 -0.35
-0.14 0.51 -0.17
0.16 -0.09 -0.45
-0.04 0.90 -0.19
0.05 0.08 -0.15
-0.29 -1.43 -0.31
-0.43 -0.24 0.01
3.35 -4.82 -1.31
4.73 1.51 2.72
-2.31 3.17 -1.87
-2.27 3.13 0.87
-3.20 -0.85 -1.69
0.21 -0.18 -0.03
-0.05 -0.42 -0.01
0.12 0.18 0.03
-0.05 -0.12 0.03
0.08 0.37 0.35
-0.16 -0.12 0.18
-0.17 -0.11 0.05
0.03 0.04 0.08
-0.08 -0.51 0.09
0.03 -0.19 -0.27
0.09 0.25 0.21
0.20 0.12 0.11
0.00 0.12 -0.08
0.00 0.15 0.27
0.31 0.23 0.17
-0.02 -0.05 -0.17
0.07 0.19 -0.08
-0.02 0.17 0.21
0.09 -0.06 -0.04
-2.13 0.01 1.59
0.62 0.11 -0.17
0.03 0.11 -0.20
2.13 -0.69 -2.37
0.12 0.08 0.06
0.19 -0.17 -0.24
-0.29 0.05 0.13
0.15 -0.01 -0.21
-0.23 -0.05 0.19
-0.26 0.05 0.19
-0.06 -0.19 0.03
-0.02 -0.05 0.02
0.12 -0.08 -0.09

***

Entry 2:
DFT (ωB97M-V/def2-TZVPD) results for a single C14H27N5O molecule in a non-equilibrium geometry.

Charge = 0
HOMO energy = -8.81 eV
Orbital gap = 9.57 eV
Energy above the lowest of the compared OMol25 structures with the same formula, charge and spin = 0.00 kcal/mol
DFT total energy = -898.62371 Ha
Molecular weight = 281.404 Da

Atoms and positions in Å:
C1 1.4637 -2.4243 1.3980
C2 0.9728 -2.2022 2.8225
H1 0.1389 -2.8764 3.0233
H2 1.7660 -2.4416 3.5345
C3 0.5502 -0.7502 3.0571
N1 -0.4551 -0.3143 2.1051
C4 -0.4749 1.1184 1.9132
H3 0.5347 1.4357 1.6369
C5 -1.4491 1.4796 0.7834
N2 -1.3224 0.5557 -0.3184
C6 -1.7422 -0.7299 -0.1828
O1 -1.5332 -1.5782 -1.0291
C7 -2.5743 -1.0317 1.0519
H4 -3.4673 -0.4030 1.0253
H5 -2.8965 -2.0685 0.9537
C8 -1.7846 -0.8410 2.3629
H6 -1.6739 -1.8102 2.8472
H7 -2.3409 -0.1879 3.0576
C9 -0.5134 0.9382 -1.4712
H8 -0.3080 2.0076 -1.3627
C10 0.8085 0.1621 -1.5168
H9 1.1822 0.0763 -0.4946
H10 0.5992 -0.8470 -1.8723
C11 1.8936 0.8009 -2.3901
C12 3.0218 -0.2065 -2.6065
H11 3.4579 -0.4959 -1.6529
H12 2.6479 -1.1017 -3.0968
H13 3.8054 0.2230 -3.2264
C13 2.4529 2.0734 -1.7563
H14 2.8731 1.8540 -0.7768
H15 1.6850 2.8342 -1.6394
H16 3.2414 2.4893 -2.3794
H17 1.4686 1.0543 -3.3668
C14 -1.3355 0.7421 -2.7613
N3 -2.5880 1.4301 -2.6931
N4 -3.4079 1.3331 -1.8420
N5 -4.2988 1.4195 -1.1587
H18 -0.8009 1.1602 -3.6148
H19 -1.5005 -0.3278 -2.9261
H20 -2.4786 1.4694 1.1500
H21 -1.2396 2.4914 0.4305
H22 -0.7705 1.6670 2.8275
H23 1.4284 -0.1132 2.9207
H24 0.2079 -0.6246 4.0998
H25 0.6699 -2.2014 0.6912
H26 2.3139 -1.7804 1.1830
H27 1.7721 -3.4577 1.2600

Cartesian forces, eV/Å:
-0.11 -0.11 0.22
0.05 0.24 -0.12
-0.01 -0.06 0.11
-0.07 -0.05 0.07
0.03 -0.26 0.12
0.08 0.15 0.19
-0.02 0.09 -0.08
-0.01 0.02 0.04
0.04 -0.02 0.37
-0.02 0.36 -0.26
-0.33 -0.01 0.36
0.08 -0.35 -0.22
-0.06 -0.12 0.00
-0.03 -0.02 0.01
0.01 0.11 -0.07
-0.03 0.00 0.01
-0.04 0.06 0.01
0.05 -0.09 0.01
0.19 -0.37 -0.33
-0.07 -0.10 0.01
-0.02 0.23 -0.32
0.06 -0.08 0.08
0.01 -0.03 0.08
0.10 -0.10 0.24
-0.22 0.19 -0.14
0.08 -0.06 0.14
0.00 -0.14 -0.04
0.13 0.00 -0.05
-0.17 -0.12 -0.25
0.07 -0.03 0.15
-0.04 0.15 0.06
0.09 0.10 -0.02
0.00 0.00 -0.02
0.59 -0.57 0.49
0.94 1.02 -2.29
-1.37 0.02 1.27
-0.29 -0.28 0.49
-0.06 -0.04 0.09
0.14 0.16 -0.02
0.05 0.08 -0.02
-0.11 -0.09 0.02
0.04 -0.02 -0.06
-0.02 0.02 0.04
0.06 0.07 -0.05
0.00 0.01 -0.16
0.12 0.09 -0.09
0.07 -0.09 -0.08

***

Entry 3:
DFT (ωB97M-V/def2-TZVPD) results for a molecular structure, C14H28BiN6O6Se in a non-equilibrium geometry.

Charge = +1
HOMO energy = -9.64 eV
Orbital gap = 5.12 eV
DFT total energy = -3945.74899 Ha
Molecular weight = 664.354 Da

Atoms and positions in Å:
O1 5.6610 0.4798 -1.0903
H1 6.3478 0.9057 -1.6140
Bi1 0.5654 0.2099 -0.1351
N1 0.1002 0.3958 2.0750
N2 2.1559 -0.9613 0.9869
N3 -0.7493 1.9497 -0.8847
N4 1.4057 1.0088 -2.1240
O2 -1.0132 0.9768 2.4333
O3 -1.9554 2.2104 -0.1699
O4 2.4965 0.3079 -2.7664
O5 3.0707 -1.5965 0.3577
C1 1.7575 -1.3078 2.2662
C2 0.6632 -0.6038 2.8424
C3 -0.7759 1.9755 -2.2332
C4 0.3842 1.4047 -2.9097
C5 0.0547 -0.8571 4.1598
H2 -1.0159 -1.0887 4.0740
H3 0.1287 0.0474 4.7779
H4 0.5638 -1.6837 4.6649
C6 2.5242 -2.4488 2.7752
H5 3.5930 -2.2175 2.7034
H6 2.3691 -3.3474 2.1616
H7 2.2689 -2.6713 3.8054
C7 -1.8977 2.6179 -2.9507
C8 0.5020 1.2895 -4.3824
H8 -2.4269 3.2957 -2.2690
H9 -2.6247 1.8977 -3.3565
H10 -1.5044 3.1989 -3.7931
H11 1.1669 0.4532 -4.6344
H12 0.9308 2.2122 -4.7973
H13 -0.4659 1.1314 -4.8820
H14 -1.7858 1.8902 0.7612
H15 2.8883 -0.2941 -2.1054
C9 4.9062 1.4752 -0.3918
H16 4.4758 0.9506 0.4636
H17 4.1146 1.8870 -1.0294
H18 5.5064 2.3179 -0.0109
O6 1.2557 2.7945 0.9287
H19 0.6535 3.3503 0.4299
H20 0.9397 2.6964 1.8325
C10 -1.8069 -3.0693 1.9340
N5 -2.5924 -2.1500 1.1434
C11 -3.9250 -1.8708 1.3999
C12 -4.3662 -1.0879 0.3781
N6 -3.2962 -0.9115 -0.4845
C13 -3.4151 -0.2627 -1.7692
C14 -2.2157 -1.6407 -0.0679
Se1 -0.6919 -2.1123 -1.0511
H21 -1.7997 -2.7314 2.9758
H22 -0.7907 -3.0862 1.5332
H23 -2.2404 -4.0769 1.8862
H24 -4.4240 -2.2837 2.2691
H25 -5.3373 -0.6634 0.1537
H26 -4.1968 -0.7535 -2.3617
H27 -3.6805 0.7900 -1.6214
H28 -2.4565 -0.3429 -2.2869

Cartesian forces, eV/Å:
-0.05 0.42 0.05
-0.11 0.00 0.04
0.89 -1.38 2.47
0.96 -2.87 1.62
-0.58 -0.63 2.26
-1.49 0.74 -1.81
0.10 0.37 -2.34
-0.35 0.55 -0.25
0.95 -0.14 -1.24
-1.89 0.98 -0.04
-0.46 0.41 0.15
1.88 0.20 -3.83
-2.06 3.02 -1.88
-0.49 0.57 3.10
2.92 -0.69 1.01
0.13 -0.31 0.61
0.23 0.20 -0.06
-0.08 -0.20 -0.09
-0.16 0.21 0.01
0.24 -0.44 0.84
-0.12 -0.11 0.04
-0.01 0.22 0.02
0.07 -0.12 0.15
-0.53 0.17 -0.49
-0.43 -0.29 -0.69
0.13 -0.24 -0.22
0.26 0.19 0.07
-0.11 -0.12 0.13
-0.17 0.33 0.08
0.00 -0.18 0.13
0.26 0.07 0.28
0.42 0.18 -0.15
0.03 0.39 0.31
0.22 -0.22 0.05
-0.14 0.18 -0.07
-0.02 -0.02 0.09
-0.02 -0.36 -0.18
0.60 -0.65 -0.43
-0.19 0.23 0.29
-0.32 0.18 0.06
0.27 -0.37 0.43
-0.21 -0.02 -1.05
0.25 0.37 -0.40
0.41 -0.16 0.26
0.40 -0.93 0.15
-0.23 0.32 -0.37
-1.62 0.24 0.98
-0.36 -0.45 -0.06
0.05 -0.10 -0.28
-0.17 -0.04 0.17
0.15 0.26 -0.05
0.11 0.26 -0.21
0.27 -0.05 0.19
0.24 0.08 0.09
0.10 -0.25 0.00
-0.21 -0.01 0.06

***

Entry 4:
DFT (ωB97M-V/def2-TZVPD) results for a molecular structure, C14H28CdNO10 in a non-equilibrium geometry.

Charge = -1
HOMO energy = -4.92 eV
Orbital gap = 7.17 eV
DFT total energy = -1525.21248 Ha
Molecular weight = 482.787 Da

Atoms and positions in Å:
Cd1 -2.1364 0.9389 -0.0100
C1 2.5083 2.3329 0.3061
O1 3.1239 1.2661 1.0134
C2 2.3549 0.7347 2.1078
C3 1.2022 -0.2036 1.6960
N1 1.5539 -1.1831 0.5577
H1 0.7351 -1.7594 0.4254
H2 1.6237 -0.7316 -0.3430
C4 2.8780 -1.9893 0.8782
C5 3.2964 -2.7297 -0.4259
O2 2.3176 -3.7530 -0.6152
C6 2.3417 -4.6077 -1.7720
H3 3.3043 2.8941 -0.1834
H4 1.9391 2.9842 0.9694
H5 1.7367 1.8939 -0.3264
H6 2.0700 1.5266 2.8004
H7 3.0035 0.1372 2.7485
H8 0.4198 0.4328 1.2827
H9 0.7607 -0.7227 2.5467
H10 2.6007 -2.6771 1.6771
H11 3.5962 -1.2304 1.1886
H12 4.2442 -3.2499 -0.2878
H13 3.4723 -2.1392 -1.3251
H14 2.2839 -3.9169 -2.6131
H15 1.4718 -5.2577 -1.6770
H16 3.2560 -5.1934 -1.8671
C7 -5.8741 2.4395 -0.8324
C8 -4.5210 1.8546 -0.4667
O3 -3.4990 2.0296 -1.1483
O4 -4.5088 1.0971 0.4658
H17 -6.5950 2.5662 -0.0247
H18 -6.3820 1.8503 -1.5959
H19 -5.8356 3.4603 -1.2127
C9 -1.3880 -2.9886 -0.5789
C10 -1.9467 -1.6222 -0.2952
O5 -1.6963 -1.0103 0.7256
O6 -2.6635 -0.9885 -1.0883
H20 -0.7738 -3.3124 0.2615
H21 -0.8408 -2.9385 -1.5203
H22 -2.1417 -3.7760 -0.5887
C11 -0.3292 1.0060 -3.7344
C12 -0.0418 0.8802 -2.2200
O7 -0.5960 1.5947 -1.3049
O8 0.8000 0.0159 -1.8192
H23 -0.0069 1.9835 -4.0931
H24 -1.4136 0.9337 -3.8180
H25 0.0665 0.1509 -4.2825
C13 -0.4500 3.4360 3.1538
C14 -1.2790 2.3230 2.5946
O9 -1.7131 2.4480 1.4018
O10 -1.6974 1.3545 3.3353
H26 0.2693 3.8383 2.4404
H27 0.0674 3.2161 4.0876
H28 -0.9686 4.3610 3.4058

Cartesian forces, eV/Å:
-0.53 0.26 1.10
-0.92 -0.40 0.28
0.07 -0.88 1.33
0.80 -0.74 -0.37
-0.36 1.37 -1.22
1.87 -0.30 2.68
-0.38 -0.64 0.18
-0.10 1.28 -1.00
-1.78 0.73 -2.06
-0.09 -1.51 0.63
-0.45 -0.18 0.47
0.29 1.63 0.52
-0.26 -0.18 -0.23
0.24 0.25 0.32
0.21 0.36 -0.73
-0.82 0.15 -0.32
0.71 0.00 -0.30
-0.26 -0.30 -0.09
0.18 -0.18 -0.17
0.32 -0.05 -0.14
-0.01 -0.26 -0.11
0.43 0.14 0.47
-0.59 0.63 0.07
-0.26 -0.43 -0.53
0.11 0.16 -0.17
0.16 -0.10 0.25
-0.68 1.32 -0.54
-1.67 0.51 -1.13
-0.11 2.33 -2.78
-0.66 -2.18 3.50
0.38 -0.65 0.48
0.23 -0.20 -0.09
0.50 0.04 -0.44
-0.05 -0.42 0.51
-1.82 0.20 -2.13
3.31 -0.79 5.00
-0.64 -1.78 -3.11
0.50 0.18 -0.11
0.01 -0.24 0.07
-0.33 0.28 -0.52
-0.70 -0.17 1.34
0.68 -0.32 2.67
1.10 0.31 -3.17
0.28 -0.45 -1.20
0.06 -0.17 -0.12
-0.12 0.31 -0.09
0.41 0.32 0.11
1.12 1.14 0.51
-3.41 -2.71 0.94
1.58 1.41 0.87
2.09 2.14 -0.89
0.22 -0.42 -0.27
0.05 -0.54 -0.09
-0.91 -0.25 -0.15

***

Which formula does entry 3 have?
C14H28BiN6O6Se